The following is a quantum chemistry calculation of a structure of composition C20H36As2N4O8Pt, from the OMol25 dataset.

Each line ends with the Löwdin spin population.
Element x y z (Å)
Pt1 1.375 -0.514 1.081  1.32
N1 2.359 1.690 1.516  0.11
C1 2.214 2.004 2.956  0.01
C2 1.373 0.966 3.704  0.00
N2 1.725 -0.431 3.383  0.13
C3 0.833 -1.383 4.079  0.01
C4 -0.360 -1.805 3.231  0.01
N3 0.120 -2.340 1.947  0.10
C5 3.145 -0.753 3.613  0.01
C6 3.587 -1.923 2.744  0.00
N4 3.391 -1.582 1.324  0.05
H1 1.851 2.354 0.945  0.00
H2 3.328 1.754 1.228  0.00
H3 3.198 2.090 3.411  0.00
H4 1.727 2.969 3.092  0.00
H5 1.479 1.155 4.779  0.00
H6 0.323 1.100 3.440  0.00
H7 1.404 -2.275 4.337  0.00
H8 0.473 -0.949 5.015  0.00
H9 -0.943 -2.537 3.795  0.00
H10 -1.005 -0.950 3.022  0.00
H11 0.659 -3.190 2.081  0.00
H12 -0.655 -2.573 1.333  0.00
H13 3.753 0.111 3.350  0.00
H14 3.328 -0.984 4.667  0.00
H15 4.627 -2.160 2.973  0.00
H16 2.991 -2.809 2.964  0.00
H17 4.136 -0.978 0.995  0.00
H18 3.406 -2.413 0.744  0.00
C7 2.138 1.498 -2.694  0.00
O1 1.506 2.562 -1.975  0.00
C8 0.196 2.573 -1.737  0.00
O2 -0.330 3.541 -1.255  0.00
C9 -0.569 1.267 -1.782  0.03
C10 -1.194 0.789 -2.860  0.01
As1 -2.293 -0.896 -3.237  0.00
C11 -3.997 -0.152 -2.637  0.00
C12 -1.347 -1.432 -1.566  0.01
C13 -1.743 -0.865 -0.411  0.00
As2 -0.581 0.587 0.097  0.07
C14 -1.519 1.992 1.058  0.01
C15 -3.117 -1.060 0.125  0.00
O3 -3.884 -1.898 -0.261  0.00
O4 -3.342 -0.275 1.189  0.00
C16 -4.631 -0.430 1.816  0.00
C17 0.110 -1.639 -1.833  0.01
O5 1.000 -1.624 -0.989  0.08
O6 0.359 -1.942 -3.089  0.01
C18 1.702 -2.312 -3.446  0.00
C19 -1.149 1.657 -4.099  0.00
O7 -0.421 2.603 -4.239  0.00
O8 -2.057 1.258 -4.980  0.00
C20 -2.180 2.035 -6.190  0.00
H19 3.205 1.643 -2.557  0.00
H20 1.895 1.571 -3.751  0.00
H21 1.844 0.520 -2.305  0.00
H22 -4.468 0.285 -3.517  0.00
H23 -3.894 0.616 -1.872  0.00
H24 -4.630 -0.957 -2.274  0.00
H25 -2.432 2.271 0.540  0.00
H26 -0.867 2.863 1.083  0.00
H27 -1.741 1.660 2.069  0.00
H28 -4.637 0.249 2.661  0.00
H29 -4.771 -1.459 2.143  0.00
H30 -5.424 -0.171 1.117  0.00
H31 1.681 -2.491 -4.515  0.00
H32 1.992 -3.218 -2.917  0.00
H33 2.398 -1.510 -3.205  0.00
H34 -3.031 1.624 -6.722  0.00
H35 -1.276 1.940 -6.787  0.00
H36 -2.345 3.082 -5.947  0.00

* HOMO level (alpha / beta): -13.3 / -14.0 eV
* total charge: +2
* 2S+1: 3
* expectation value of S²: 2.008